21
Properties=species:S:1:pos:R:3:forces:R:3:mulliken_charge:R:1 method="wB97M-V/def2-TZVPD" smiles="C=CC(=C)C[C@H](C)N" total_energy_ha=-329.19603 gap_ev=9.8 multiplicity=1
N -0.828547 -1.467632 -1.554274 -1.018 -0.528 -0.935 -0.679
C 0.173470 -0.438522 -1.733707 -1.076 2.521 1.389 0.241
C -1.162706 0.052101 1.074648 0.556 0.673 2.453 -1.059
C 1.155607 0.136503 2.057971 -1.103 -0.135 -0.596 -0.347
C 0.166810 -0.046981 0.960841 -0.800 0.398 -1.864 1.024
C -0.433843 0.907412 -2.356442 -0.175 -1.837 0.516 -1.443
C 0.800566 0.272429 3.320223 -1.201 -0.397 0.529 -0.803
C 0.863632 -0.177350 -0.377752 1.041 -0.555 -0.147 -0.922
H -1.184356 -1.574734 -0.616409 0.790 0.028 0.334 0.291
H -0.886322 0.627530 -3.301905 0.541 0.203 -0.676 0.414
H -0.271795 0.212413 3.638906 1.137 0.164 -0.407 0.154
H 1.525705 -1.058520 -0.286814 0.271 0.460 0.201 0.381
H -1.991286 -0.090336 0.419149 0.191 0.035 -0.863 0.324
H -1.690046 -1.199425 -2.027755 0.356 -0.216 -0.467 0.296
H 0.351557 1.632680 -2.399874 0.415 0.484 -0.595 0.403
H 1.496190 0.740919 -0.443232 -0.153 -0.728 -0.174 0.423
H 1.502977 0.338049 4.114243 0.572 0.198 0.468 0.287
H -1.287180 1.377042 -1.869780 0.136 -0.283 0.889 0.329
H 1.012506 -0.725348 -2.381210 -0.506 -0.253 -0.207 0.238
H 2.171762 0.102602 1.692003 0.266 0.134 0.410 0.315
H -1.484704 0.379172 2.071171 -0.238 -0.366 -0.255 0.135

25
Properties=species:S:1:pos:R:3:forces:R:3:mulliken_charge:R:1 method="wB97M-V/def2-TZVPD" total_charge=+2 total_energy_ha=-813.23464 gap_ev="7.3 / 7.3" multiplicity=1
P 0.054291 -1.143879 1.421796 -1.668 -1.483 1.135 0.118
N -1.598009 0.558457 0.088043 1.093 1.591 0.003 0.756
N -2.809716 1.278738 0.080556 -2.819 -2.713 -0.289 -0.772
N 0.920659 0.468449 -0.574368 1.358 0.559 -1.842 -0.638
N -1.275662 0.185437 -1.243129 -2.004 -1.244 -0.920 -0.823
N 2.584229 -0.564510 -1.787949 -0.058 0.195 -1.201 -0.318
C 3.177734 1.579446 -0.515545 2.142 -2.946 -1.613 -0.990
C -2.874275 -1.273778 1.203859 0.818 1.261 -0.605 -1.096
C 2.246886 0.495818 -1.102933 -0.929 -0.209 2.547 0.534
C -1.560506 -0.570523 1.022702 -0.273 -0.377 -0.588 0.450
C -0.032689 0.247854 -1.513017 1.573 0.305 2.375 -0.202
H -0.862888 1.218789 0.302709 0.742 0.601 0.921 0.479
H -3.550363 -0.583576 1.760672 0.591 -0.516 0.541 0.433
H 0.161624 0.176679 -2.530307 0.556 -0.335 -1.963 0.657
H 3.399400 -0.602725 -2.440199 -0.725 -0.108 1.063 0.293
H -3.455372 -1.250766 0.253636 0.647 -0.846 0.263 0.390
H -2.653185 -2.238201 1.648219 -0.778 -0.096 0.064 0.365
H 2.694120 2.471924 -0.759725 -0.336 1.774 0.183 0.334
H -2.859025 1.897037 -0.710824 1.232 1.153 -0.380 0.375
H -3.405963 0.547021 -0.427154 0.080 1.074 1.318 0.263
H -0.192145 -2.004087 2.613468 0.107 0.924 -1.235 0.205
H 0.789747 -0.067984 1.822370 0.351 0.639 0.348 0.184
H 1.813291 -1.252920 -1.875824 1.172 0.329 -0.392 0.299
H 3.296483 1.345742 0.541900 -0.612 0.317 0.207 0.314
H 4.291791 1.524503 -0.868599 -2.258 0.152 0.060 0.391

33
Properties=species:S:1:pos:R:3:forces:R:3:lowdin_spin:R:1 method="wB97M-V/def2-TZVPD" total_charge=+3 total_energy_ha=-1676.34871 gap_ev="4.8 / 5.2" multiplicity=4 s_squared=3.856
Re 1.218555 -0.645189 -1.200121 1.773 -3.063 1.259 2.579
I -2.506888 0.736312 2.275104 -2.876 -2.272 0.382 -0.012
Cl 2.507377 -1.907810 -2.437275 -0.244 0.343 0.406 0.155
P 0.343106 0.933407 -2.390605 -3.769 5.962 -3.995 0.079
O -1.414073 2.633775 0.096558 2.694 -3.899 -3.322 -0.035
N 0.106317 -2.161185 2.652701 0.086 1.266 -0.215 0.044
N 1.052611 -1.207274 0.613631 -1.772 0.175 2.426 0.060
C -0.718335 1.445761 1.725747 4.456 -2.114 1.775 -0.037
C -0.732696 1.618896 -0.088563 -2.809 4.484 4.254 -0.057
C 0.072480 -3.617255 2.716579 0.100 -2.844 -0.184 0.008
C 1.683570 2.139190 -2.812165 -0.228 0.094 -0.661 0.053
C -0.176770 -1.709625 4.023285 -0.123 1.312 1.656 0.007
C -0.264017 -0.027769 -3.852506 0.533 0.211 -0.160 0.042
C -1.050891 2.181191 -2.467171 0.156 -0.699 -0.934 0.018
C 0.428154 -1.496681 1.610362 1.523 -2.003 -0.076 0.081
H 0.420377 -0.839923 -4.088784 -0.247 -0.002 -0.577 0.002
H 0.455467 1.104660 1.659986 -1.969 0.941 -0.319 -0.002
H -0.167874 0.835405 2.581216 -0.408 0.170 0.513 -0.010
H -2.042673 1.684462 -2.404098 0.642 0.282 -0.204 0.001
H -1.209172 -1.362659 4.170663 0.485 0.438 -0.361 0.001
H -0.976169 2.922185 -1.676989 0.159 0.215 -1.080 0.000
H 1.023696 -4.105247 2.446895 -0.417 0.418 -0.515 0.001
H 1.273171 2.540791 -3.815670 1.018 -0.489 1.453 0.006
H -1.270731 -0.406394 -3.586895 0.496 0.216 -0.291 0.001
H 1.712040 2.943430 -2.041558 -0.155 -0.525 -0.552 0.002
H 0.628670 -1.118502 4.497993 -0.538 0.345 -0.706 0.001
H -0.816421 -4.060810 2.255703 0.355 0.239 -0.437 0.002
H 2.672157 1.682177 -2.898731 -0.063 0.221 -0.308 0.002
H -0.846985 2.588576 -3.474850 -0.534 0.020 0.465 0.001
H -0.043648 -3.825337 3.786312 0.132 -0.637 -1.000 0.000
H -0.919292 2.354760 2.212863 1.609 1.872 -0.178 0.000
H -0.140143 -2.636595 4.559713 -0.066 0.544 0.789 0.001
H -0.300970 0.783276 -4.649330 0.003 -1.220 0.694 0.007

100
Properties=species:S:1:pos:R:3:forces:R:3:lowdin_spin:R:1 method="wB97M-V/def2-TZVPD" total_energy_ha=-3625.19358 gap_ev="6.7 / 6.0" multiplicity=6 s_squared=8.790
Mn 0.852895 -0.799114 -0.092690 3.077 0.373 -0.505 4.217
P 0.004037 1.228529 -0.728763 -1.367 1.013 -2.139 0.100
P -0.558998 -0.706540 1.699101 -1.341 -0.787 2.680 0.131
N -1.299888 0.894051 -1.876520 0.160 0.420 0.386 0.022
N -1.884739 -1.878648 1.980056 0.151 0.315 -0.388 0.008
N 0.181619 -0.837730 3.312937 -0.083 0.312 0.127 0.031
N 2.852525 -0.336590 -0.143127 -0.347 0.621 -0.135 0.099
N 0.830368 2.531654 -1.486230 0.088 0.258 0.264 0.007
C 1.041368 -2.726389 -0.038643 -0.391 -1.593 -0.538 0.067
C -4.405928 2.543741 -0.682613 -1.038 0.242 -0.523 0.000
C 0.334589 0.186084 4.249091 0.763 -0.479 0.304 0.003
C -5.127423 1.580538 -1.257931 -0.174 0.291 -0.437 0.000
C -4.650714 3.068911 0.692978 0.058 0.130 0.438 0.000
C -5.988747 -0.300694 0.248938 -0.029 0.653 -0.605 0.000
C -3.318271 -3.271074 3.052980 0.768 1.022 -0.273 0.001
C -2.097590 1.809029 -2.549880 -0.288 -0.452 -0.619 0.001
C 2.762541 -1.265695 -2.368649 0.248 0.064 -0.075 0.034
C 3.633510 0.365514 0.910100 -0.002 -0.550 -0.714 0.013
C -2.416065 -0.230798 -3.464714 0.298 0.110 0.829 0.001
C -3.085222 -3.790332 1.738854 0.690 1.254 -0.355 0.001
C -4.906169 2.064829 1.860175 -0.700 0.201 0.629 0.000
C -2.816091 1.145218 -3.527021 0.929 0.019 0.728 0.004
C -0.925378 1.988201 0.623373 0.390 0.639 0.372 0.008
C -1.422132 0.905568 1.596616 -0.474 0.179 0.375 0.018
C 1.049035 -1.879011 3.678257 0.076 0.607 0.312 0.006
C -2.241974 -2.895589 1.080497 -0.433 -0.479 1.226 0.004
C 4.731951 1.240737 0.305067 0.332 0.268 -0.076 0.002
C -4.319190 0.688768 1.774331 -0.181 -0.379 0.687 -0.001
C 3.295510 -2.057442 -3.388425 0.380 -0.017 0.269 0.003
C 1.309206 -0.182936 5.168915 -0.614 -0.203 -0.976 0.007
C 1.757962 -1.496531 4.805487 -0.724 0.275 -0.702 0.003
C 5.398673 -2.198717 -2.175593 -0.273 0.100 -0.256 0.001
C 2.481515 3.759925 -2.421868 -0.556 -1.006 0.546 0.000
C 3.499838 -0.984964 -1.187782 0.350 -0.045 0.310 0.013
C -6.328180 0.915483 -0.657927 -0.203 -0.365 0.083 0.000
C 2.720587 1.318254 1.664514 -0.219 0.136 0.155 0.014
C -4.611189 -0.236027 0.848605 -0.542 -0.130 0.430 0.002
C 1.285444 4.548850 -2.395923 -0.617 -0.870 0.591 0.001
C -2.588784 -2.090827 3.172821 -0.169 -1.054 -0.693 0.001
C 4.851152 -1.438658 -1.146231 -0.034 -0.114 -0.120 0.011
C 2.179058 2.527323 -1.854076 -0.159 0.780 -0.585 0.000
C 6.828114 -2.682894 -2.119850 0.198 -0.063 0.109 0.000
C 4.610178 -2.527445 -3.278331 -0.133 -0.062 -0.052 0.013
C 2.480898 -2.426226 -4.595507 -0.264 0.018 -0.274 0.000
C -1.524062 -0.375219 -2.410222 -0.356 0.454 -0.783 0.031
C 0.294172 3.781973 -1.797819 1.003 0.448 -0.388 0.001
C 4.210485 -0.647451 1.890651 0.173 -0.116 0.467 0.004
H 2.531799 -2.065540 5.304550 -0.230 -0.020 -0.100 0.000
H 1.753957 -0.821718 -2.485729 0.550 -0.351 0.013 0.015
H -6.923560 1.646024 -0.082603 0.187 -0.243 -0.296 0.000
H -3.480577 -4.704757 1.325324 -0.043 0.117 -0.051 0.000
H -0.726806 4.022161 -1.547422 0.183 0.072 -0.062 0.000
H 4.864879 -0.137455 2.607128 -0.015 -0.123 0.027 0.001
H 2.279682 2.061871 0.990758 0.046 -0.064 -0.013 0.001
H -4.945600 1.294151 -2.291256 0.211 0.241 0.194 0.000
H 1.051247 -2.806222 3.120162 0.098 0.183 -0.030 0.000
H 3.452078 4.056059 -2.799576 -0.200 -0.092 0.039 0.000
H -1.874882 -2.880294 0.068950 0.114 -0.120 0.042 0.003
H 7.332726 -2.335146 -1.214201 -0.083 -0.040 -0.050 0.000
H -6.100030 -1.223517 -0.331839 0.050 0.142 0.219 0.000
H 1.261526 -3.046092 -1.069953 -0.025 -0.399 0.442 0.028
H -5.993124 1.998508 2.033866 0.180 0.090 0.010 0.000
H 5.030464 -3.168719 -4.060047 -0.175 0.251 0.160 0.001
H -5.529731 3.733596 0.650887 0.270 -0.015 0.072 0.000
H 4.273785 1.981785 -0.360882 0.230 -0.055 0.202 0.000
H 5.502441 -1.223080 -0.297437 -0.386 -0.161 -0.407 0.001
H -6.937767 0.522741 -1.485934 -0.053 0.423 0.291 0.000
H 7.425518 -2.335820 -2.974043 -0.260 -0.005 0.117 0.000
H -2.134588 2.859810 -2.277367 0.200 -0.591 -0.203 0.000
H 1.938694 -2.835026 0.588615 -0.220 -0.244 -0.128 0.012
H -2.413630 0.618619 1.222855 0.428 -0.052 0.209 0.002
H -3.946357 -3.707759 3.819098 0.117 0.128 -0.115 0.000
H -6.723547 -0.306576 1.076442 0.337 -0.259 -0.368 0.000
H 1.689742 0.416381 5.983373 -0.198 -0.036 -0.049 0.001
H -3.796365 3.708878 0.962606 -0.242 -0.126 0.016 0.000
H -3.924528 -1.026039 0.547405 -0.224 -0.340 0.890 0.000
H -2.510485 -1.393175 3.987010 0.138 -0.056 0.128 0.000
H 1.153879 5.550800 -2.780442 0.039 -0.104 0.125 0.000
H 5.267842 1.771820 1.106676 -0.132 -0.093 -0.226 0.001
H 2.377489 -3.513401 -4.699774 0.028 0.155 0.137 0.000
H 1.923789 0.790770 2.197026 -0.016 -0.064 -0.030 0.007
H 5.463418 0.673677 -0.275359 -0.149 0.267 0.156 0.000
H -3.755292 0.415650 2.680971 0.629 0.176 -1.076 0.000
H -1.028945 -1.250105 -1.969557 -0.164 0.447 -0.450 0.023
H 0.168696 -3.240699 0.376181 0.495 -0.439 -0.131 0.016
H 4.782699 -1.431134 1.390161 -0.109 0.165 0.174 0.000
H 3.409817 -1.136628 2.454306 0.038 0.079 -0.071 0.000
H 3.294519 1.866572 2.419567 -0.079 -0.085 -0.039 0.001
H -4.464894 2.532071 2.757172 -0.443 -0.110 -0.209 0.000
H 6.878013 -3.779274 -2.127309 -0.063 0.181 0.016 0.000
H 2.921151 -2.071976 -5.537532 0.006 0.033 0.274 0.000
H -2.735699 -1.011495 -4.130801 -0.139 -0.168 0.092 0.000
H 2.761803 1.629303 -1.692128 -0.091 0.147 -0.075 0.000
H -1.573796 1.315196 2.603181 -0.166 0.012 -0.309 0.000
H -1.775723 2.548090 0.187021 0.271 -0.301 0.384 0.000
H -0.273910 2.718164 1.129788 -0.082 -0.257 -0.182 0.000
H -3.823294 3.214599 -1.316523 0.265 -0.598 0.241 0.000
H 1.478948 -2.000578 -4.515341 -0.012 -0.040 -0.084 0.000
H -0.258870 1.082962 4.177354 0.157 0.017 0.039 0.000
H -3.579095 1.592329 -4.153386 0.310 -0.114 -0.063 0.001

14
Properties=species:S:1:pos:R:3:forces:R:3:mulliken_charge:R:1 method="wB97M-V/def2-TZVPD" smiles="NC#CO.CC=O" total_energy_ha=-361.73273 gap_ev=8.6 multiplicity=1
O -1.122396 0.055040 -0.806924 0.302 -0.490 0.386 -0.548
O 0.518991 2.102081 0.314921 -0.322 -0.002 0.389 -0.538
N 3.721373 0.119196 -0.356932 0.719 -0.816 -0.016 -0.518
C -2.863683 -1.334908 0.051599 0.367 -0.837 -0.326 -1.074
C 1.607475 1.370654 0.268012 0.739 -1.013 -1.203 0.102
C -1.651110 -0.467614 0.150198 -1.517 1.931 0.095 0.406
C 2.492908 0.585987 -0.033885 -0.769 2.005 0.843 0.131
H -2.778119 -2.182625 0.730080 -0.041 -0.120 0.004 0.329
H 4.338526 -0.015762 0.436348 -0.185 -0.105 -0.238 0.243
H -3.752011 -0.782840 0.356385 0.127 0.292 0.140 0.290
H -3.012137 -1.672071 -0.971866 0.045 -0.098 -0.002 0.295
H -1.512807 -0.036137 1.175058 0.679 -0.521 -0.260 0.270
H 4.193928 0.601033 -1.112862 -0.229 0.025 0.204 0.224
H -0.180937 1.657968 -0.200134 0.086 -0.250 -0.014 0.387

F_max values (in eV Å⁻¹) by entry order: 3.073, 3.984, 8.106, 3.140, 2.458.
Energy relative to the best compared isomer or geometry (same formula, charge and spin) values (in kcal per mole) by entry order: 47.3, 129.1, 211.8, 0.0, 92.9.